# 1
C8H13N3OS | wB97M-V/def2-TZVPD

CARTESIAN COORDINATES (ANGSTROEM)
C -0.52 0.01 -0.85
C 0.76 0.03 -0.32
C 0.91 0.11 1.14
C -2.81 -0.01 -1.10
C -1.41 0.49 1.27
C 2.70 0.10 2.93
C -4.59 0.41 -2.93
C 1.98 -0.38 -1.18
N -0.22 0.37 1.81
N -1.62 0.24 -0.13
N 2.13 -0.08 1.61
O 2.79 -1.32 -0.63
S -3.71 1.25 -1.63
H -0.64 -0.35 -1.90
H -2.26 0.51 2.00
H 1.95 -0.09 3.79
H 3.00 1.23 3.05
H 3.53 -0.61 2.94
H -4.40 -0.63 -2.73
H -4.31 0.59 -4.06
H -5.63 0.65 -2.83
H 2.65 0.60 -1.03
H 1.78 -0.46 -2.23
H -0.14 0.61 2.86
H 2.90 -0.37 0.89
H 2.86 -2.02 -1.26

Values from the calculation:
Total charge: +2
Highest occupied orbital energy in eV: -16.244
Orbital gap in eV: 7.7
Total energy in a.u.: -949.5488
2S+1: 1
LUMO in eV: -8.52

Taken from the natural (NBO) analysis, the atomic charges in e are:
1 C 0.088
2 C -0.068
3 C 0.470
4 C -0.147
5 C 0.353
6 C -0.447
7 C -0.788
8 C -0.088
9 N -0.498
10 N -0.378
11 N -0.491
12 O -0.712
13 S 0.627
14 H 0.285
15 H 0.284
16 H 0.224
17 H 0.254
18 H 0.264
19 H 0.272
20 H 0.299
21 H 0.271
22 H 0.194
23 H 0.235
24 H 0.486
25 H 0.491
26 H 0.521

---

# 2
C8H13N7O2S2V | wB97M-V/def2-TZVPD

CARTESIAN COORDINATES (ANGSTROEM)
V -0.05 -0.09 -0.05
C 1.07 0.07 5.08
C 1.95 0.04 3.89
N 3.24 0.07 3.90
N 3.60 0.02 2.58
C 2.56 -0.02 1.73
S 2.54 -0.09 0.06
N 1.49 -0.02 2.59
N 0.17 -0.04 2.12
H 1.70 0.11 5.96
H 0.44 -0.82 5.13
H 0.43 0.95 5.08
H 4.57 0.04 2.31
H -0.31 0.79 2.47
H -0.28 -0.89 2.44
C -3.98 1.76 -0.14
C -2.53 1.40 -0.12
N -2.07 0.16 -0.13
O -3.00 -0.89 -0.08
C -1.54 2.41 -0.05
C -1.74 3.88 0.01
N -0.29 1.91 0.02
O 0.67 2.71 0.20
H -4.66 0.92 -0.16
H -4.21 2.39 -1.00
H -4.24 2.34 0.75
H -3.76 -0.62 -0.61
H -2.79 4.15 -0.02
H -1.23 4.37 -0.83
H -1.29 4.30 0.91
S -0.23 -4.89 -0.10
C -0.13 -3.28 -0.11
N -0.06 -2.11 -0.10

Values from the calculation:
Highest occupied orbital energy (alpha / beta) in eV: -7.475 / -6.565
Orbital gap (alpha / beta) in eV: 7.4 / 6.5
Total energy in a.u.: -2586.6907
2S+1: 2
LUMO (alpha / beta) in eV: -0.11 / -0.08

Taken from the natural (NBO) analysis, the atomic charges in e are:
1 V 1.116
2 C -0.666
3 C 0.360
4 N -0.241
5 N -0.366
6 C 0.256
7 S -0.111
8 N -0.241
9 N -0.606
10 H 0.263
11 H 0.238
12 H 0.236
13 H 0.434
14 H 0.404
15 H 0.409
16 C -0.668
17 C 0.170
18 N -0.264
19 O -0.543
20 C 0.020
21 C -0.650
22 N -0.107
23 O -0.542
24 H 0.212
25 H 0.237
26 H 0.238
27 H 0.458
28 H 0.208
29 H 0.234
30 H 0.230
31 S -0.191
32 C 0.225
33 N -0.752

---

> Which of these has the lowest 2S+1?

C8H13N3OS

---

Repeat the first record exactly.
C8H13N3OS | wB97M-V/def2-TZVPD

CARTESIAN COORDINATES (ANGSTROEM)
C -0.52 0.01 -0.85
C 0.76 0.03 -0.32
C 0.91 0.11 1.14
C -2.81 -0.01 -1.10
C -1.41 0.49 1.27
C 2.70 0.10 2.93
C -4.59 0.41 -2.93
C 1.98 -0.38 -1.18
N -0.22 0.37 1.81
N -1.62 0.24 -0.13
N 2.13 -0.08 1.61
O 2.79 -1.32 -0.63
S -3.71 1.25 -1.63
H -0.64 -0.35 -1.90
H -2.26 0.51 2.00
H 1.95 -0.09 3.79
H 3.00 1.23 3.05
H 3.53 -0.61 2.94
H -4.40 -0.63 -2.73
H -4.31 0.59 -4.06
H -5.63 0.65 -2.83
H 2.65 0.60 -1.03
H 1.78 -0.46 -2.23
H -0.14 0.61 2.86
H 2.90 -0.37 0.89
H 2.86 -2.02 -1.26

Values from the calculation:
Total charge: +2
Highest occupied orbital energy in eV: -16.244
Orbital gap in eV: 7.7
Total energy in a.u.: -949.5488
2S+1: 1
LUMO in eV: -8.52

Taken from the natural (NBO) analysis, the atomic charges in e are:
1 C 0.088
2 C -0.068
3 C 0.470
4 C -0.147
5 C 0.353
6 C -0.447
7 C -0.788
8 C -0.088
9 N -0.498
10 N -0.378
11 N -0.491
12 O -0.712
13 S 0.627
14 H 0.285
15 H 0.284
16 H 0.224
17 H 0.254
18 H 0.264
19 H 0.272
20 H 0.299
21 H 0.271
22 H 0.194
23 H 0.235
24 H 0.486
25 H 0.491
26 H 0.521